Run a
3 unconnected molecules or ions with the total composition C3H11NO2. Source: the OMol25 dataset; level of theory: the ωB97M-V functional and the def2-TZVPD basis.

Each line ends with the Löwdin charge.
Cartesian coordinates (Å):
C 0.4241 2.0075 0.8656  0.004
C 0.5163 1.1702 -0.1787  -0.489
C -0.5793 1.1650 -1.1996  -0.063
N 1.6955 0.5318 -0.5459  0.078
H 1.2557 2.1040 1.5442  0.046
H -0.3564 2.7444 0.8788  0.050
H -0.5415 0.3156 -1.8811  0.071
H -1.5886 1.1678 -0.7898  0.079
H -0.5251 2.0665 -1.8232  0.089
H 1.6999 0.2091 -1.5011  0.093
H 2.4309 0.2611 0.0712  0.098
O 0.3101 -2.3602 -0.7135  -0.056
H 0.7234 -1.4903 -0.6701  -0.019
H -0.2832 -2.3762 0.0457  0.009
O -1.9483 -1.5947 1.6514  -0.054
H -2.5474 -0.8400 1.6426  0.041
H -1.0541 -1.2392 1.7004  0.024

As for the SMILES: C=C(C)N.O.O. Its charge is 0.



Run b
3 unconnected molecules or ions with the total composition C3H11NO2. Source: the OMol25 dataset; level of theory: the ωB97M-V functional and the def2-TZVPD basis.

Each line ends with the Löwdin charge.
Cartesian coordinates (Å):
C -0.9568 0.8145 0.5259  -0.407
C -2.4340 0.5147 0.3736  -0.084
O -0.5392 1.8682 -0.2406  -0.121
H 0.4823 1.7105 -0.4184  0.032
H -0.6618 0.9196 1.5873  0.116
H -0.3412 -0.0783 0.1748  0.062
H -3.0265 1.3701 0.7010  0.073
H -2.7199 -0.3487 0.9767  0.069
H -2.6727 0.3136 -0.6708  0.072
C 1.8246 -1.5583 0.0807  -0.169
N 1.0385 -0.9079 -0.9330  0.044
O 1.7359 0.9774 -0.6583  -0.070
H 2.0914 0.9716 -1.5557  0.057
H 0.0940 -1.3009 -0.9195  0.072
H 1.8538 -2.6234 -0.2010  0.097
H 1.4052 -1.5038 1.0924  0.086
H 2.8266 -1.1390 0.0848  0.070

Its charge is 0.



Run c
2 unconnected molecules or ions with the total composition C3H11NO2. Source: the OMol25 dataset; level of theory: the ωB97M-V functional and the def2-TZVPD basis.

Each line ends with the Löwdin charge.
Cartesian coordinates (Å):
N -3.0505 -0.0934 -1.2876  -0.008
C -1.6861 -0.4698 -0.8404  -0.278
C -1.4064 0.1985 0.4930  -0.217
C 0.1031 0.5788 0.6624  -0.266
O 0.2487 1.4898 1.7767  -0.123
H -3.5381 -0.7342 -1.8556  0.041
H -3.0440 0.8319 -1.6650  0.059
H -1.4056 -1.5166 -0.6915  0.114
H -0.9369 0.0595 -1.5719  0.122
H -1.5635 -0.3831 1.3548  0.091
H -2.0169 1.1233 0.4999  0.117
H 0.5736 0.9183 -0.3772  0.130
H 0.8387 -0.2300 1.0209  0.124
H -0.6174 1.7419 2.1887  0.095
O 4.9985 -1.4268 -0.6792  -0.162
H 5.0945 -2.0806 0.0998  0.061
H 3.9273 -1.4257 -0.6606  0.101

As for the SMILES: NCCCO.O. Its charge is 0.



So which one is most stable? That would be run a, about 26.0 kcal/mol below the next structure.



Run a
2 unconnected molecules or ions with the total composition C3H7OS. Source: the OMol25 dataset; level of theory: the ωB97M-V functional and the def2-TZVPD basis.

Each line ends with the Löwdin charge.
Cartesian coordinates (Å):
C -1.2364 2.1522 -0.2102  -0.668
S -1.7428 0.6304 0.8710  -0.081
H -1.9696 2.5837 -0.9805  0.008
H -0.7807 3.0183 0.2124  -0.045
H -0.4016 1.5943 -0.6997  -0.077
O 2.0191 -1.3556 -1.7270  -0.049
C 1.5061 -0.8941 -0.6742  -0.263
C 1.3976 -1.5227 0.7251  -0.075
H 0.9975 0.1230 -0.6968  0.084
H 0.3653 -1.9065 0.7473  0.071
H 1.4083 -0.7712 1.4721  0.048
H 2.1087 -2.2946 0.7809  0.045

Its charge is -1.



Run b
2 unconnected molecules or ions with the total composition C3H7OS. Source: the OMol25 dataset; level of theory: the ωB97M-V functional and the def2-TZVPD basis.

Each line ends with the Löwdin charge.
Cartesian coordinates (Å):
O -2.3101 1.0388 2.4728  -0.154
C -1.4189 1.1648 1.5858  -0.281
H -1.4588 0.4239 0.7929  -0.007
H -0.7559 2.0585 1.6151  0.059
C 0.2549 -0.2548 -1.4137  -0.225
C 1.2000 -0.9384 -0.3889  -0.752
S 0.8240 -0.6177 1.4285  0.178
H 0.1204 0.7575 -1.0650  0.038
H 0.8426 -0.2770 -2.2983  0.023
H -0.6759 -0.8460 -1.6423  0.073
H 1.1226 -2.0076 -0.5104  0.002
H 2.2551 -0.5020 -0.5766  0.046

Its charge is -1.



Run c
2 unconnected molecules or ions with the total composition C3H7OS. Source: the OMol25 dataset; level of theory: the ωB97M-V functional and the def2-TZVPD basis.

Each line ends with the Löwdin charge.
Cartesian coordinates (Å):
O 2.6597 1.9622 -1.8505  -0.112
C 1.9932 1.0396 -1.3754  -0.240
H 1.2225 1.2935 -0.5840  0.014
H 2.0375 -0.0218 -1.8450  0.059
C -1.7349 -0.8683 0.5543  -0.218
C -0.4197 -0.0826 0.8653  -0.898
S 1.0189 -0.9911 0.5761  0.273
H -1.2981 -1.8705 0.2577  0.017
H -2.2391 -0.4057 -0.2888  0.041
H -2.2909 -1.2035 1.4387  0.043
H -0.5753 0.2996 1.8886  0.034
H -0.3738 0.8486 0.3629  -0.013

Its charge is -1.



Run d
2 unconnected molecules or ions with the total composition C3H7OS. Source: the OMol25 dataset; level of theory: the ωB97M-V functional and the def2-TZVPD basis.

Each line ends with the Löwdin charge.
Cartesian coordinates (Å):
C -1.9271 -1.5163 -0.0995  -0.656
S -0.1808 -1.9174 -0.6573  0.043
H -2.6636 -2.2900 -0.3015  -0.024
H -1.8552 -1.2211 0.9484  -0.023
H -2.1754 -0.5781 -0.5999  -0.027
O 0.1482 1.5522 1.4364  -0.033
C 0.7981 0.7552 0.7846  -0.373
C 1.6471 1.2716 -0.3799  -0.094
H 0.8046 -0.3203 0.9777  0.006
H 2.1289 0.4304 -0.8831  0.051
H 2.2912 2.1065 -0.1012  0.061
H 0.9840 1.7273 -1.1248  0.070

Its charge is -1.



So which one is most stable? That would be run d, about 12.0 kcal/mol below the next structure.



Run a
A gas-phase ion, C3H7OS (charge -1). Source: the OMol25 dataset; level of theory: the ωB97M-V functional and the def2-TZVPD basis.

Each line ends with the Löwdin charge.
Cartesian coordinates (Å):
O -2.1823 -0.7131 0.7478  -0.362
C -1.5066 -0.3042 -0.3249  -0.579
C 0.0527 -0.4861 -0.1766  -0.303
C 0.7095 0.8159 0.2297  -0.615
S 2.5169 0.7250 0.4678  0.611
H -1.6227 0.7847 -0.5784  0.066
H -1.8306 -0.7911 -1.2851  0.067
H 0.1572 -1.2480 0.5860  0.084
H 0.4962 -0.8786 -1.0892  0.080
H 0.2578 1.1039 1.1830  0.068
H 0.4264 1.5792 -0.4802  0.052
H 2.5255 -0.5877 0.7202  -0.169

As for the SMILES: [O-]CCCS. Its charge is -1.



Run b
2 unconnected molecules or ions with the total composition C3H7OS. Source: the OMol25 dataset; level of theory: the ωB97M-V functional and the def2-TZVPD basis.

Each line ends with the Löwdin charge.
Cartesian coordinates (Å):
C -1.9115 -1.7878 -0.7961  -0.705
S -0.1842 -1.7499 -0.0589  0.003
H -2.0553 -1.2595 -1.7395  -0.027
H -2.3067 -2.7955 -0.9627  -0.035
H -2.5705 -1.3740 0.0564  -0.006
O 0.0567 2.7290 -0.0770  -0.011
C 0.7933 1.7773 -0.0728  -0.355
C 1.6823 1.2043 1.0445  -0.085
H 0.4829 0.9391 -0.8134  0.071
H 2.6641 1.6903 1.0129  0.062
H 1.7062 0.1158 1.0587  0.019
H 1.1889 1.6878 1.8926  0.069

Its charge is -1.



So which one is most stable? That would be run b, about 6.2 kcal/mol below the next structure.



Run a
A gas-phase ion, C3H7OS (charge -1). Source: the OMol25 dataset; level of theory: the ωB97M-V functional and the def2-TZVPD basis.

Each line ends with the Löwdin charge.
Cartesian coordinates (Å):
O -1.0015 1.7439 -0.9294  -0.368
C 0.2915 1.4232 -0.7121  -0.581
C 0.5247 0.3823 0.3679  -0.321
C -0.3019 -0.8695 0.0330  -0.596
S -0.4081 -1.9873 1.4744  0.612
H 0.8927 2.3562 -0.5540  0.074
H 0.7786 0.9472 -1.6283  0.078
H 1.5630 0.0556 0.5235  0.087
H 0.1881 0.7086 1.3651  0.086
H 0.1218 -1.3910 -0.8233  0.059
H -1.2862 -0.4880 -0.2344  0.056
H -1.3628 -2.8813 1.1178  -0.186

As for the SMILES: [O-]CCCS. Its charge is -1.



Run b
2 unconnected molecules or ions with the total composition C3H7OS. Source: the OMol25 dataset; level of theory: the ωB97M-V functional and the def2-TZVPD basis.

Each line ends with the Löwdin charge.
Cartesian coordinates (Å):
O -2.5370 -2.1326 -0.7635  -0.103
C -1.3735 -2.0787 -1.1535  -0.271
H -0.5315 -2.8396 -0.8776  0.035
H -0.9577 -1.2667 -1.8090  0.037
C 0.2154 1.7145 0.2215  -0.193
C 1.0371 0.6047 0.9792  -0.774
S 1.2832 -1.0420 0.1366  0.143
H -0.6912 1.2225 -0.0607  0.027
H 0.6786 1.9609 -0.7181  0.044
H 0.0546 2.4568 0.9955  0.045
H 0.7607 0.3765 1.9806  -0.005
H 2.0613 1.0236 1.0689  0.013

Its charge is -1.



Run c
2 unconnected molecules or ions with the total composition C3H7OS. Source: the OMol25 dataset; level of theory: the ωB97M-V functional and the def2-TZVPD basis.

Each line ends with the Löwdin charge.
Cartesian coordinates (Å):
C 1.9905 -0.5069 -1.3953  -0.771
S 1.9379 1.2485 -0.9198  -0.010
H 1.2546 -1.1407 -0.8747  -0.026
H 2.9707 -0.9445 -1.1624  -0.026
H 1.8047 -0.7114 -2.4585  -0.020
O -2.0731 -0.1567 2.6242  -0.008
C -1.2678 0.2314 1.8071  -0.320
C -1.5076 0.2825 0.3285  -0.074
H -0.3568 0.7574 2.1516  0.112
H -0.5664 0.4417 -0.2047  -0.013
H -2.0171 -0.6232 -0.0069  0.075
H -2.1695 1.1219 0.1111  0.081

Its charge is -1.



So which one is most stable? That would be run c, about 15.5 kcal/mol below the next structure.